Density functional theory data (wB97M-V/def2-TZVPD) for 2 unconnected molecules or ions with the total composition C16H22BrNO7P.

XYZ file:
```
48
Properties=species:S:1:pos:R:3
C 2.6150 3.1946 2.3603
C 1.1885 2.7014 2.2440
O 0.9852 1.4356 2.9331
P 0.4334 0.1055 2.2112
C -0.9381 -0.5256 3.1308
C -2.0887 0.3131 3.2843
O -3.0029 0.1653 4.0960
O -2.1042 1.3522 2.3439
C -3.0872 1.1829 1.2745
C -2.7346 0.1018 0.2922
O 0.2475 0.2685 0.7431
O 1.5661 -0.9642 2.6352
C 2.1651 -1.7937 1.6184
C 3.2395 -2.6723 2.2221
H 2.6721 4.1778 1.8847
H 2.9379 3.3023 3.4000
H 3.3090 2.5224 1.8447
H 0.5017 3.4245 2.6972
H 0.9205 2.5719 1.1855
H -0.7228 -1.2350 3.9229
H -4.0629 0.9827 1.7397
H -3.1194 2.1630 0.7903
H -3.2378 0.3046 -0.6560
H -1.6487 0.0642 0.1252
H -3.0993 -0.8786 0.6175
H 1.3686 -2.4009 1.1665
H 2.5885 -1.1505 0.8311
H 3.1079 -3.6778 1.8199
H 4.2230 -2.3160 1.9018
H 3.1922 -2.6961 3.3156
Br -7.2126 -2.5747 7.1661
C -5.7904 -2.6345 5.9358
C -6.0132 -2.3339 4.5790
C -4.9544 -2.3463 3.6770
C -3.6411 -2.6643 4.0990
C -2.5020 -2.6260 3.1784
C -1.5110 -3.5695 3.2683
N -0.5931 -3.7498 2.2372
O 0.3688 -4.5616 2.3540
O -0.7838 -3.0724 1.1897
C -3.4565 -3.0861 5.4378
C -4.5126 -3.0382 6.3526
H -7.0059 -2.0613 4.2459
H -5.1079 -2.1231 2.6161
H -2.5788 -2.0088 2.2824
H -1.4010 -4.2289 4.1314
H -2.4650 -3.4109 5.7463
H -4.3363 -3.2923 7.3872
```

Results
ΔE to the lowest compared entry with this formula, charge and spin: 42.8 kJ/mol
calculated total energy: -112102.493 eV
net charge: -1
HOMO level: -4.04 eV